# C29H58BBrCl2F4I2LiN9O7PV2

C29H58BBrCl2F4I2LiN9O7PV2 as an isolated structure at a distorted geometry (wB97M-V/def2-TZVPD, the OMol25 dataset).

LUMO energy ... -7.472 eV
Maximum force ... 8.740 eV/A
Charge ... +1

The geometry in XYZ format:
```
117
Properties=species:S:1:pos:R:3:forces:R:3
C 7.28191 2.79994 -1.13896 -0.129 -0.909 1.488
C 5.75335 2.62564 -1.48079 1.395 2.440 -0.388
I 5.30234 0.50190 -1.22316 0.105 0.189 -0.373
C 5.34016 3.21399 -2.94205 0.702 -1.275 0.930
I 7.06601 2.81628 -4.25701 -0.694 0.527 -0.068
N 5.09242 4.62453 -2.75717 -1.188 0.953 -0.332
N 6.08489 5.54569 -2.74439 0.152 2.642 -2.057
C 5.58813 6.84692 -2.57128 -1.263 -2.232 0.171
N 4.17933 6.76837 -2.47480 2.305 -3.388 0.161
C 3.95440 5.40944 -2.55887 0.742 2.324 0.107
N 2.68413 4.95523 -2.45226 -1.264 -0.932 0.457
C 2.21473 3.60570 -2.46907 -1.025 -3.086 -1.302
C 1.96440 2.77289 -1.30012 -0.216 -0.166 -1.720
C 1.43612 1.40759 -1.45838 0.029 0.173 -0.945
C 1.14683 0.81773 -2.75733 1.098 3.330 -0.119
C 1.38789 1.65599 -3.94971 0.175 0.044 1.809
C 1.91160 2.99986 -3.79281 -0.295 -0.809 1.187
H 7.71310 3.78119 -1.46246 -0.541 -0.897 0.161
H 7.35622 2.80025 -0.01059 0.100 0.004 -1.136
H 7.89619 1.91618 -1.46488 -0.320 1.141 0.067
H 5.19366 3.21810 -0.69742 -0.044 -1.160 -0.784
H 4.50335 2.63519 -3.39330 0.427 0.975 0.401
H 7.09012 5.41561 -2.82381 -0.463 -0.718 0.141
H 6.25153 7.72556 -2.56096 -1.118 -0.738 -0.706
H 1.96709 5.67856 -2.34335 0.686 -0.220 -0.030
H 2.17435 3.22471 -0.29951 -0.304 -0.710 -0.875
H 1.23689 0.77439 -0.55682 0.362 0.861 -0.809
H 0.76995 -0.23081 -2.88712 0.651 1.010 0.304
H 1.15499 1.22246 -4.95627 0.385 0.730 0.987
H 2.08991 3.61518 -4.70573 -0.170 -0.538 0.885
C -2.47486 0.92552 0.78589 -0.195 0.153 0.142
N -1.13061 0.30479 0.64701 -0.058 0.310 0.296
O -0.23182 0.76740 1.30516 -0.086 -0.345 -0.335
O -1.02962 -0.64009 -0.13117 0.170 0.034 -0.271
H -2.41027 1.74019 1.50154 0.111 -0.095 -0.048
H -2.76826 1.29477 -0.19504 0.001 -0.117 0.024
H -3.15705 0.15414 1.13814 0.045 -0.011 -0.127
Br 5.31076 -0.19266 -3.61226 -0.214 -0.122 0.543
Li -0.59158 -1.59089 -2.94970 -0.172 0.068 0.359
O 3.37853 -5.04572 4.18483 0.305 -1.058 -4.316
P 3.25563 -3.65841 3.56680 -0.621 2.767 8.267
N 4.58108 -3.02203 4.47122 0.966 0.032 -0.169
C 4.75161 -1.68609 5.01571 -0.189 0.509 -0.229
C 5.88417 -3.61217 4.16150 -0.110 -0.679 -0.106
N 1.77253 -3.29512 4.37532 -0.892 -0.116 -0.252
C 1.58221 -2.19115 5.29792 -0.041 0.587 -0.420
C 0.95674 -4.42415 4.81779 0.169 -0.345 -0.180
N 3.07898 -2.13284 2.68261 -0.238 -1.990 -2.952
C 1.83876 -2.06948 1.87090 -0.516 0.254 0.079
C 4.17097 -1.91293 1.70750 0.659 0.194 0.258
H 4.91413 -0.91559 4.25158 0.033 0.113 0.017
H 5.61520 -1.65177 5.68439 0.071 -0.279 -0.224
H 3.92165 -1.37522 5.64235 -0.168 -0.073 -0.202
H 6.29982 -3.21857 3.22759 0.296 0.111 0.117
H 5.81683 -4.69814 4.05812 -0.257 0.049 -0.035
H 6.60889 -3.42935 4.95825 -0.191 0.261 -0.020
H 2.06187 -2.38116 6.26422 0.019 0.060 0.028
H 0.51612 -2.02232 5.48528 -0.005 -0.243 -0.017
H 1.94041 -1.24731 4.88438 0.231 -0.107 0.037
H 1.34204 -4.86495 5.74281 -0.046 -0.109 -0.019
H 0.91405 -5.19881 4.05146 0.160 -0.015 0.175
H -0.07890 -4.11403 4.99224 0.133 0.274 0.009
H 1.78406 -2.90163 1.15902 -0.051 0.108 -0.127
H 1.79346 -1.12820 1.31615 0.289 -0.015 -0.017
H 0.93946 -2.08975 2.48360 0.236 -0.181 0.172
H 4.27731 -2.76443 1.02743 0.030 0.148 -0.186
H 5.13199 -1.74514 2.19256 -0.071 -0.184 0.203
H 3.98827 -1.01187 1.11308 -0.286 -0.079 0.115
Cl 4.72560 8.66101 -4.36807 -0.102 0.159 -0.597
C -4.47774 -1.80634 -1.55117 -0.032 0.025 -0.124
C -5.62323 -1.62353 -2.54319 0.081 -0.087 0.078
C -6.36418 -0.29009 -2.42455 -0.099 -0.065 -0.212
C -7.02326 0.04602 -1.08781 0.114 0.086 -0.272
N -8.23222 -0.79430 -0.67020 -0.547 -0.161 0.328
C -9.37112 0.12468 -0.19669 0.243 0.037 -0.188
C -10.00535 0.62257 -1.48106 0.127 0.317 0.047
C -9.94712 -0.57471 -2.41529 -0.195 0.019 -0.559
C -8.92133 -1.52826 -1.82956 0.066 -0.278 -0.113
C -7.86325 -1.79684 0.41993 -0.267 0.122 0.180
C -7.73361 -1.24103 1.83927 0.314 0.074 0.078
C -6.54617 -0.32985 2.13319 -0.065 0.182 0.065
H -4.83166 -1.85143 -0.51908 0.151 0.026 0.040
H -3.95713 -2.74473 -1.75840 -0.037 0.011 0.101
H -3.75332 -0.98843 -1.63238 -0.013 0.051 0.102
H -6.30550 -2.46981 -2.44445 0.019 -0.001 -0.121
H -5.20941 -1.68349 -3.55294 -0.229 -0.035 -0.015
H -7.09208 -0.19619 -3.23528 0.044 -0.076 0.011
H -5.63244 0.50460 -2.61474 -0.125 0.080 0.169
H -7.34767 1.08713 -1.11586 -0.109 -0.118 -0.033
H -6.27946 -0.01875 -0.29951 -0.174 -0.166 0.141
H -10.07284 -0.49175 0.36812 0.150 -0.026 0.005
H -8.96874 0.91859 0.43110 0.027 -0.168 0.094
H -9.43148 1.45290 -1.90004 -0.049 0.014 0.109
H -11.02261 0.98081 -1.32727 0.098 -0.001 0.125
H -9.67484 -0.27274 -3.42569 -0.041 -0.066 -0.015
H -10.91573 -1.07027 -2.47873 0.078 -0.007 -0.050
H -8.20387 -1.88769 -2.55924 -0.008 0.010 0.040
H -9.43251 -2.39661 -1.41507 0.231 0.080 0.187
H -6.95692 -2.30957 0.09536 -0.006 0.079 -0.031
H -8.66816 -2.53322 0.44540 0.059 0.086 -0.171
H -7.64134 -2.10808 2.49989 -0.105 -0.089 -0.202
H -8.65301 -0.74069 2.14955 -0.014 -0.103 -0.087
H -5.60984 -0.76758 1.77581 -0.003 0.026 -0.013
H -6.45062 -0.18242 3.21041 -0.003 -0.030 -0.076
H -6.67553 0.66060 1.69151 0.112 -0.018 0.008
B 10.46146 1.44430 -0.30334 0.728 0.098 0.215
F 9.40508 0.65433 0.25836 -0.072 0.242 -0.330
F 10.46576 1.27572 -1.72072 -0.371 0.049 0.397
F 10.23074 2.81427 0.00425 -0.236 -0.540 -0.221
F 11.69941 1.03291 0.23231 -0.705 0.136 -0.281
O -8.60065 -2.74703 -5.50357 -0.883 0.805 0.145
V -10.06094 -2.10273 -6.19161 -0.924 0.130 -0.841
O -11.51187 -1.43840 -6.82661 1.979 -0.745 1.110
Cl 6.99354 6.66940 -0.75964 0.937 0.368 2.583
O 8.91615 -2.54081 4.11040 0.908 -2.483 0.891
V 9.58763 -4.01939 4.63713 0.422 0.034 -0.012
O 10.24272 -5.50222 5.16406 -1.273 2.479 -0.894
```
Forces are in eV/Å.

Mulliken population analysis, charges in e, atoms 1 to 99: -1.32, 0.35, 0.85, -1.42, 0.33, 0.47, -0.18, -0.35, -0.60, 0.17, -0.09, -0.36, -0.30, -0.23, -0.02, -0.48, -0.09, 0.25, 0.41, 0.49, 0.59, 0.54, 0.32, 0.64, 0.29, 0.48, 0.42, -0.35, 0.37, 0.47, -0.93, 0.90, -0.45, -0.52, 0.39, 0.28, 0.33, -0.13, 1.00, -0.78, 0.89, -0.01, -0.72, -0.93, 0.27, -1.29, -1.03, 0.06, -0.87, -1.02, 0.25, 0.38, 0.17, 0.38, 0.39, 0.16, 0.31, 0.44, 0.38, 0.31, 0.34, 0.30, 0.37, 0.15, 0.32, 0.41, 0.23, 0.12, -0.45, -0.98, -0.16, -1.17, -0.16, 0.61, -0.92, -0.78, -0.58, -0.39, -0.63, -0.51, -1.09, 0.10, 0.44, 0.10, 0.19, 0.54, 0.20, 0.60, 0.14, 0.13, 0.48, 0.45, 0.28, 0.44, 0.17, 0.34, 0.20, 0.48, 0.40